(1)
{
  "formula": "C26H37BClF2IN3O3",
  "method": "wB97M-V/def2-TZVPD",
  "elements": ["C", "C", "N", "C", "C", "C", "C", "Cl", "C", "C", "I", "N", "B", "O", "O", "C", "C", "C", "O", "C", "C", "C", "N", "H", "H", "H", "H", "H", "H", "H", "H", "H", "H", "H", "H", "H", "H", "H", "H", "H", "H", "H", "H", "H", "H", "H", "H", "H", "H", "H", "F", "C", "C", "C", "C", "C", "C", "H", "H", "H", "H", "H", "F", "C", "C", "C", "C", "C", "C", "H", "H", "H", "H", "H"],
  "xyz": [[3.125, -1.271, 1.362], [3.247, -1.203, -0.165], [1.956, -0.967, -0.845], [1.662, 0.388, -1.269], [2.017, 0.619, -2.756], [3.429, 0.256, -3.218], [3.517, 0.247, -4.740], [4.660, 1.408, -2.596], [2.256, 1.497, -0.371], [1.319, 2.613, -0.681], [1.874, 4.581, -0.649], [0.159, 2.211, -1.065], [-0.939, 3.149, -1.607], [-1.062, 3.197, -2.961], [-1.662, 3.925, -0.796], [0.120, 0.694, -1.016], [-0.795, 0.113, -2.092], [-2.299, 0.263, -1.852], [-2.773, -0.849, -1.117], [-0.264, 0.200, 0.409], [-1.005, 1.160, 1.328], [-0.285, 1.560, 2.587], [-2.186, 1.508, 1.029], [3.824, -2.012, 1.751], [3.303, -0.312, 1.850], [2.126, -1.634, 1.610], [3.621, -2.165, -0.517], [4.004, -0.471, -0.463], [1.903, -1.569, -1.656], [1.347, 0.006, -3.359], [1.834, 1.656, -3.061], [3.701, -0.731, -2.843], [4.400, -0.294, -5.074], [3.600, 1.269, -5.113], [2.617, -0.188, -5.176], [3.274, 1.803, -0.592], [2.199, 1.266, 0.696], [-1.770, 2.674, -3.362], [-1.390, 3.968, 0.129], [-0.576, 0.588, -3.050], [-0.560, -0.950, -2.193], [-2.527, 1.186, -1.308], [-2.807, 0.311, -2.823], [-3.466, -0.549, -0.508], [0.631, -0.145, 0.918], [-0.896, -0.679, 0.289], [-0.134, 0.670, 3.205], [-0.864, 2.276, 3.170], [0.712, 1.955, 2.376], [-2.606, 2.118, 1.731], [4.927, -3.912, 3.374], [3.994, -4.853, 3.649], [4.046, -6.055, 2.973], [3.084, -7.013, 3.258], [2.095, -6.759, 4.198], [2.068, -5.540, 4.860], [3.025, -4.572, 4.590], [4.827, -6.231, 2.246], [3.112, -7.965, 2.744], [1.350, -7.512, 4.417], [1.300, -5.339, 5.596], [3.030, -3.618, 5.099], [-4.572, 2.777, 1.791], [-5.564, 2.807, 0.862], [-5.247, 3.170, -0.430], [-6.267, 3.194, -1.371], [-7.565, 2.861, -1.010], [-7.849, 2.502, 0.301], [-6.842, 2.471, 1.255], [-4.229, 3.437, -0.681], [-6.046, 3.480, -2.391], [-8.355, 2.885, -1.748], [-8.860, 2.247, 0.586], [-7.037, 2.193, 2.281]],
  "lumo_energy_ev": -3.66,
  "homo_energy_ev": -10.958,
  "total_charge": 1,
  "gap_ev": 7.30
}

---

(2)
{
  "formula": "C2H4INO2",
  "method": "wB97M-V/def2-TZVPD",
  "elements": ["C", "C", "N", "O", "O", "I", "H", "H", "H", "H"],
  "xyz": [[-0.101, 0.138, -0.709], [-1.246, 0.779, 0.058], [-1.259, 0.594, 1.361], [-0.037, -0.047, 1.669], [-2.289, 1.213, -0.617], [-2.682, 1.653, -2.714], [0.057, -0.961, -0.285], [-0.164, 0.205, -1.759], [0.796, 0.475, -0.399], [-0.123, -0.407, 2.664]],
  "lumo_energy_ev": -2.59,
  "smiles": "C/C(=N\\O)OI",
  "homo_energy_ev": -8.675,
  "gap_ev": 6.08
}

---

(3)
{
  "formula": "C4H9Cl2N2",
  "method": "wB97M-V/def2-TZVPD",
  "elements": ["C", "N", "C", "N", "C", "C", "Cl", "Cl", "H", "H", "H", "H", "H", "H", "H", "H", "H"],
  "xyz": [[0.071, -0.440, 2.399], [-0.393, -0.233, 1.037], [0.309, 0.449, 0.177], [1.207, 1.371, 0.433], [-0.368, 0.475, -1.493], [-0.659, -0.916, -2.124], [0.930, 1.406, -2.435], [-2.000, 1.287, -1.325], [0.347, -1.532, 2.555], [1.006, 0.077, 2.669], [-0.728, -0.398, 3.192], [-0.917, -0.934, 0.547], [1.524, 1.910, -0.359], [1.643, 1.329, 1.462], [-0.946, -1.723, -1.405], [0.377, -1.251, -2.440], [-1.406, -0.875, -2.888]],
  "lumo_energy_ev": -3.77,
  "smiles": "CNC(=[NH2+])C(C)(Cl)Cl",
  "homo_energy_ev": -15.157,
  "total_charge": 1,
  "gap_ev": 11.39
}

---

(4)
{
  "formula": "C4H6O2",
  "method": "wB97M-V/def2-TZVPD",
  "elements": ["O", "C", "C", "C", "O", "C", "H", "H", "H", "H", "H", "H"],
  "xyz": [[-1.380, 0.881, 0.980], [-0.289, 0.255, 0.407], [1.039, 0.859, 0.189], [0.073, 0.162, -1.002], [0.229, -1.208, -1.064], [-0.284, -1.282, 0.294], [-1.074, 1.751, 1.261], [1.174, 1.192, -0.894], [1.877, 0.202, 0.413], [-0.417, 0.735, -1.790], [0.355, -1.873, 0.950], [-1.302, -1.674, 0.255]],
  "lumo_energy_ev": 0.98,
  "homo_energy_ev": -8.838,
  "gap_ev": 9.82
}

---

(5)
{
  "formula": "C4H9N4S",
  "method": "wB97M-V/def2-TZVPD",
  "elements": ["C", "C", "C", "C", "N", "N", "N", "N", "S", "H", "H", "H", "H", "H", "H", "H", "H", "H"],
  "xyz": [[1.088, 1.302, -0.602], [1.656, 0.179, -0.147], [-2.311, -0.943, -0.337], [-0.819, 0.031, 0.572], [1.067, 2.380, -1.124], [-1.986, 0.500, -0.005], [1.850, 0.024, 1.229], [-0.963, -1.237, 0.167], [1.770, -1.474, -0.861], [-3.211, -1.119, 0.317], [-2.279, -1.171, -1.443], [-0.343, 0.364, 1.494], [0.326, 3.112, -1.270], [-2.618, 1.046, 0.530], [2.138, 0.952, 1.583], [2.333, -0.825, 1.566], [-0.227, -2.025, 0.193], [2.529, -1.097, -1.860]],
  "lumo_energy_ev": -3.52,
  "homo_energy_ev": -11.617,
  "total_charge": 1,
  "gap_ev": 8.10
}

---

(6)
{
  "formula": "C5H13N3",
  "method": "wB97M-V/def2-TZVPD",
  "elements": ["C", "C", "C", "N", "N", "N", "C", "C", "H", "H", "H", "H", "H", "H", "H", "H", "H", "H", "H", "H", "H"],
  "xyz": [[0.058, 0.056, -0.517], [-0.311, -1.618, -0.583], [0.821, -2.497, -0.089], [0.342, 0.089, 0.812], [-1.113, 0.759, -1.026], [-1.574, -1.961, -0.026], [0.700, 2.092, 1.394], [0.658, 3.083, 0.511], [1.252, 1.096, 1.153], [0.884, 0.133, -1.243], [-0.394, -1.684, -1.669], [-1.538, 1.303, -0.286], [-0.901, 1.362, -1.810], [-1.575, -1.885, 0.984], [-2.302, -1.362, -0.400], [0.389, 2.171, 2.427], [0.658, -3.522, -0.429], [1.779, -2.146, -0.475], [0.879, -2.491, 0.999], [0.349, 4.084, 0.796], [0.939, 2.936, -0.525]],
  "lumo_energy_ev": -0.02,
  "homo_energy_ev": -8.422,
  "gap_ev": 8.40
}